Run P
Density functional theory data (ωB97M-V/def2-TZVPD) for a 14-piece molecular cluster, C56H112O26 overall.

Bonds (Å) are listed after each position.
Cartesian coordinates (Å):
1 C -1.544 4.438 -2.547  C2 1.536, H8 1.090, H9 1.090, H10 1.090
2 C -0.213 5.058 -2.995  C1 1.536, O3 1.459, H11 1.090, H12 1.090
3 O 0.807 4.015 -3.014  C2 1.459, C4 1.353
4 C 2.051 4.350 -3.427  O3 1.353, O5 1.227, O6 1.330
5 O 2.470 5.331 -4.033  C4 1.227
6 O 2.784 3.295 -3.081  C4 1.330, C7 1.437
7 C 4.132 3.186 -3.566  O6 1.437, H13 1.090, H14 1.090, H15 1.090
8 H -1.655 3.471 -3.038  C1 1.090
9 H -2.419 5.033 -2.808  C1 1.090
10 H -1.539 4.203 -1.482  C1 1.090
11 H 0.086 5.860 -2.320  C2 1.090
12 H -0.308 5.583 -3.945  C2 1.090
13 H 4.343 2.119 -3.504  C7 1.090
14 H 4.881 3.677 -2.945  C7 1.090
15 H 4.262 3.456 -4.614  C7 1.090
16 C 8.525 -0.900 -6.656  C17 1.568, H23 1.090, H24 1.090, H25 1.090
17 C 7.125 -1.557 -6.912  C16 1.568, O18 1.472, H26 1.090, H27 1.090
18 O 6.723 -2.325 -5.722  C17 1.472, C19 1.352
19 C 5.822 -3.332 -5.765  O18 1.352, O20 1.254, O21 1.386
20 O 5.268 -3.770 -6.801  C19 1.254
21 O 5.634 -3.777 -4.466  C19 1.386, C22 1.447
22 C 4.710 -4.848 -4.161  O21 1.447, H28 1.090, H29 1.090, H30 1.090
23 H 8.554 -0.167 -5.849  C16 1.090
24 H 8.800 -0.461 -7.614  C16 1.090
25 H 9.257 -1.667 -6.401  C16 1.090
26 H 7.052 -2.211 -7.781  C17 1.090
27 H 6.429 -0.734 -7.077  C17 1.090
28 H 4.896 -5.769 -4.712  C22 1.090
29 H 3.677 -4.585 -4.387  C22 1.090
30 H 4.763 -5.222 -3.138  C22 1.090
31 C 6.934 -0.194 1.070  C32 1.476, H38 1.090, H39 1.090, H40 1.090
32 C 8.338 0.162 1.349  C31 1.476, O33 1.463, H41 1.090, H42 1.090
33 O 8.875 0.468 0.023  C32 1.463, C34 1.296
34 C 10.075 0.922 -0.160  O33 1.296, O35 1.219, O36 1.354
35 O 10.862 1.129 0.747  C34 1.219
36 O 10.285 1.051 -1.491  C34 1.354, C37 1.423
37 C 11.352 1.907 -1.884  O36 1.423, H43 1.090, H44 1.090, H45 1.090
38 H 6.477 0.511 0.375  C31 1.090
39 H 6.477 -0.243 2.058  C31 1.090
40 H 7.005 -1.221 0.711  C31 1.090
41 H 8.935 -0.585 1.873  C32 1.090
42 H 8.450 1.142 1.814  C32 1.090
43 H 12.278 1.575 -1.414  C37 1.090
44 H 11.228 2.928 -1.524  C37 1.090
45 H 11.535 1.812 -2.954  C37 1.090
46 C 10.364 6.944 1.614  C47 1.518, H53 1.090, H54 1.090, H55 1.090
47 C 9.670 6.961 0.264  C46 1.518, O48 1.428, H56 1.090, H57 1.090
48 O 8.549 6.077 0.265  C47 1.428, C49 1.323
49 C 7.379 6.421 0.777  O48 1.323, O50 1.229, O51 1.342
50 O 7.071 7.544 1.171  C49 1.229
51 O 6.574 5.346 0.781  C49 1.342, C52 1.458
52 C 5.272 5.361 1.437  O51 1.458, H58 1.090, H59 1.090, H60 1.090
53 H 11.339 7.430 1.587  C46 1.090
54 H 10.680 6.027 2.111  C46 1.090
55 H 9.705 7.442 2.326  C46 1.090
56 H 10.414 6.580 -0.436  C47 1.090
57 H 9.384 7.981 0.007  C47 1.090
58 H 4.756 4.409 1.557  C52 1.090
59 H 4.514 5.921 0.890  C52 1.090
60 H 5.370 5.759 2.447  C52 1.090
61 C -4.792 -1.400 7.756  C62 1.542, H68 1.090, H69 1.090, H70 1.090
62 C -3.771 -2.100 6.837  C61 1.542, O63 1.402, H71 1.090, H72 1.090
63 O -3.973 -3.484 6.921  C62 1.402, C64 1.327
64 C -3.437 -4.245 7.868  O63 1.327, O65 1.253, O66 1.388
65 O -2.689 -3.905 8.813  C64 1.253
66 O -3.872 -5.536 7.599  C64 1.388, C67 1.407
67 C -3.407 -6.681 8.272  O66 1.407, H73 1.090, H74 1.090, H75 1.090
68 H -5.734 -1.871 7.474  C61 1.090
69 H -4.852 -0.318 7.633  C61 1.090
70 H -4.758 -1.691 8.806  C61 1.090
71 H -2.791 -1.696 7.093  C62 1.090
72 H -4.106 -1.777 5.851  C62 1.090
73 H -3.260 -6.451 9.327  C67 1.090
74 H -2.479 -7.019 7.810  C67 1.090
75 H -4.052 -7.552 8.149  C67 1.090
76 C -2.977 6.095 5.090  C77 1.494, H83 1.090, H84 1.090, H85 1.090
77 C -1.531 5.719 5.046  C76 1.494, O78 1.463, H86 1.090, H87 1.090
78 O -0.677 6.902 4.947  C77 1.463, C79 1.339
79 C -0.452 7.503 3.772  O78 1.339, O80 1.270, O81 1.414
80 O -0.790 7.130 2.607  C79 1.270
81 O 0.249 8.697 4.058  C79 1.414, C82 1.433
82 C 0.676 9.563 2.999  O81 1.433, H88 1.090, H89 1.090, H90 1.090
83 H -3.251 6.579 4.152  C76 1.090
84 H -3.223 6.767 5.912  C76 1.090
85 H -3.622 5.228 5.229  C76 1.090
86 H -1.400 5.074 4.177  C77 1.090
87 H -1.297 5.272 6.012  C77 1.090
88 H 1.524 9.056 2.540  C82 1.090
89 H 0.886 10.585 3.316  C82 1.090
90 H -0.042 9.708 2.191  C82 1.090
91 C -2.103 -5.329 -5.913  C92 1.473, C95 1.521, H96 1.090, H97 1.090
92 C -3.043 -6.305 -5.337  C91 1.473, C93 1.547, H98 1.090, H99 1.090
93 C -2.119 -7.197 -4.474  C92 1.547, O94 1.497, H100 1.090, H101 1.090
94 O -0.889 -7.172 -5.328  C93 1.497, C95 1.407
95 C -0.995 -6.256 -6.391  C91 1.521, O94 1.407, H102 1.090, H103 1.090
96 H -1.604 -4.673 -5.200  C91 1.090
97 H -2.494 -4.731 -6.736  C91 1.090
98 H -3.532 -6.882 -6.122  C92 1.090
99 H -3.741 -5.672 -4.788  C92 1.090
100 H -2.532 -8.205 -4.474  C93 1.090
101 H -1.881 -6.759 -3.504  C93 1.090
102 H -1.318 -6.827 -7.262  C95 1.090
103 H -0.124 -5.635 -6.604  C95 1.090
104 C 4.048 -0.036 8.318  C105 1.541, C108 1.537, H109 1.090, H110 1.090
105 C 3.787 -1.331 7.524  C104 1.541, C106 1.532, H111 1.090, H112 1.090
106 C 2.598 -0.823 6.701  C105 1.532, O107 1.426, H113 1.090, H114 1.090
107 O 2.724 0.584 6.509  C106 1.426, C108 1.422
108 C 3.483 1.174 7.557  C104 1.537, O107 1.422, H115 1.090, H116 1.090
109 H 5.081 0.135 8.621  C104 1.090
110 H 3.459 -0.105 9.232  C104 1.090
111 H 3.573 -2.169 8.187  C105 1.090
112 H 4.586 -1.636 6.849  C105 1.090
113 H 1.655 -1.041 7.203  C106 1.090
114 H 2.564 -1.313 5.728  C106 1.090
115 H 2.848 1.743 8.236  C108 1.090
116 H 4.184 1.933 7.212  C108 1.090
117 C 0.481 -6.041 3.498  C118 1.445, C121 1.507, H122 1.090, H123 1.090
118 C 1.884 -6.244 3.779  C117 1.445, C119 1.550, H124 1.090, H125 1.090
119 C 2.516 -5.775 2.444  C118 1.550, O120 1.420, H126 1.090, H127 1.090
120 O 1.636 -6.447 1.556  C119 1.420, C121 1.417
121 C 0.306 -6.383 2.040  C117 1.507, O120 1.417, H128 1.090, H129 1.090
122 H 0.203 -5.006 3.698  C117 1.090
123 H -0.199 -6.563 4.171  C117 1.090
124 H 2.196 -7.281 3.905  C118 1.090
125 H 2.252 -5.696 4.647  C118 1.090
126 H 3.537 -6.049 2.176  C119 1.090
127 H 2.470 -4.709 2.222  C119 1.090
128 H 0.058 -7.427 2.232  C121 1.090
129 H -0.541 -5.919 1.535  C121 1.090
130 C -7.542 -0.588 -5.909  C131 1.532, C134 1.520, H135 1.090, H136 1.090
131 C -7.854 -0.289 -4.440  C130 1.532, C132 1.535, H137 1.090, H138 1.090
132 C -7.960 1.242 -4.473  C131 1.535, O133 1.379, H139 1.090, H140 1.090
133 O -8.502 1.543 -5.706  C132 1.379, C134 1.392
134 C -7.894 0.702 -6.633  C130 1.520, O133 1.392, H141 1.090, H142 1.090
135 H -8.065 -1.451 -6.321  C130 1.090
136 H -6.467 -0.655 -6.075  C130 1.090
137 H -6.989 -0.664 -3.893  C131 1.090
138 H -8.809 -0.700 -4.113  C131 1.090
139 H -7.011 1.761 -4.344  C132 1.090
140 H -8.590 1.632 -3.674  C132 1.090
141 H -7.008 1.165 -7.067  C134 1.090
142 H -8.523 0.442 -7.485  C134 1.090
143 C -1.724 -1.421 -0.490  C144 1.503, C147 1.512, H148 1.090, H149 1.090
144 C -1.741 -0.655 0.804  C143 1.503, C145 1.492, H150 1.090, H151 1.090
145 C -0.425 0.047 0.796  C144 1.492, O146 1.430, H152 1.090, H153 1.090
146 O 0.446 -0.843 0.093  C145 1.430, C147 1.462
147 C -0.310 -1.406 -1.025  C143 1.512, O146 1.462, H154 1.090, H155 1.090
148 H -2.382 -0.857 -1.150  C143 1.090
149 H -2.131 -2.425 -0.373  C143 1.090
150 H -1.803 -1.234 1.725  C144 1.090
151 H -2.604 0.009 0.855  C144 1.090
152 H -0.119 0.073 1.842  C145 1.090
153 H -0.455 1.056 0.382  C145 1.090
154 H 0.127 -2.332 -1.400  C147 1.090
155 H -0.072 -0.709 -1.828  C147 1.090
156 C -9.440 3.288 3.080  C157 1.516, C160 1.512, H161 1.090, H162 1.090
157 C -8.308 4.002 2.368  C156 1.516, C158 1.530, H163 1.090, H164 1.090
158 C -7.250 2.898 2.307  C157 1.530, O159 1.399, H165 1.090, H166 1.090
159 O -7.666 1.877 3.168  C158 1.399, C160 1.433
160 C -8.697 2.377 4.029  C156 1.512, O159 1.433, H167 1.090, H168 1.090
161 H -10.003 2.661 2.389  C156 1.090
162 H -10.139 3.926 3.621  C156 1.090
163 H -7.862 4.862 2.869  C157 1.090
164 H -8.496 4.532 1.435  C157 1.090
165 H -6.271 3.231 2.650  C158 1.090
166 H -7.040 2.445 1.339  C158 1.090
167 H -8.290 2.994 4.830  C160 1.090
168 H -9.196 1.603 4.612  C160 1.090
169 C -7.331 -4.070 1.379  C170 1.519, C173 1.566, H174 1.090, H175 1.090
170 C -7.370 -4.757 0.024  C169 1.519, C171 1.532, H176 1.090, H177 1.090
171 C -8.720 -5.474 0.110  C170 1.532, O172 1.406, H178 1.090, H179 1.090
172 O -9.609 -4.616 0.780  C171 1.406, C173 1.446
173 C -8.840 -3.841 1.729  C169 1.566, O172 1.446, H180 1.090, H181 1.090
174 H -6.752 -3.148 1.429  C169 1.090
175 H -6.820 -4.830 1.970  C169 1.090
176 H -6.539 -5.414 -0.232  C170 1.090
177 H -7.433 -3.956 -0.713  C170 1.090
178 H -8.559 -6.343 0.748  C171 1.090
179 H -9.163 -5.876 -0.802  C171 1.090
180 H -8.877 -4.222 2.749  C173 1.090
181 H -9.018 -2.766 1.743  C173 1.090
182 C -1.405 1.003 -7.439  C183 1.509, C186 1.505, H187 1.090, H188 1.090
183 C 0.088 1.069 -7.645  C182 1.509, C184 1.549, H189 1.090, H190 1.090
184 C 0.510 -0.300 -8.234  C183 1.549, O185 1.416, H191 1.090, H192 1.090
185 O -0.758 -0.841 -8.554  C184 1.416, C186 1.368
186 C -1.751 0.099 -8.592  C182 1.505, O185 1.368, H193 1.090, H194 1.090
187 H -1.973 1.933 -7.405  C182 1.090
188 H -1.608 0.573 -6.459  C182 1.090
189 H 0.650 1.280 -6.736  C183 1.090
190 H 0.257 1.871 -8.363  C183 1.090
191 H 0.950 -0.987 -7.511  C184 1.090
192 H 1.067 -0.151 -9.160  C184 1.090
193 H -2.741 -0.357 -8.573  C186 1.090
194 H -1.821 0.577 -9.569  C186 1.090

Calculated values
Kohn-Sham gap, Eh: 0.3446
HOMO, Eh: -0.34942

Mulliken population analysis, charges in e, atoms 1 to 4:
1. C -1.12
2. C -0.28
3. O -0.17
4. C 0.62



Run Q
Density functional theory data (ωB97M-V/def2-TZVPD) for a 14-piece molecular cluster, C56H112O26 overall.

Bonds (Å) are listed after each position.
Cartesian coordinates (Å):
1 C -2.837 1.001 4.515  C2 1.551, H8 1.090, H9 1.090, H10 1.090
2 C -2.176 1.988 3.517  C1 1.551, O3 1.398, H11 1.090, H12 1.090
3 O -2.955 3.114 3.233  C2 1.398, C4 1.321
4 C -2.772 4.268 3.850  O3 1.321, O5 1.185, O6 1.390
5 O -2.071 4.445 4.790  C4 1.185
6 O -3.609 5.236 3.308  C4 1.390, C7 1.434
7 C -3.925 6.423 4.048  O6 1.434, H13 1.090, H14 1.090, H15 1.090
8 H -2.293 0.059 4.590  C1 1.090
9 H -3.848 0.711 4.230  C1 1.090
10 H -2.869 1.494 5.486  C1 1.090
11 H -2.037 1.532 2.537  C2 1.090
12 H -1.162 2.224 3.840  C2 1.090
13 H -3.933 6.273 5.128  C7 1.090
14 H -4.917 6.701 3.693  C7 1.090
15 H -3.190 7.153 3.709  C7 1.090
16 C 1.058 -2.206 -5.001  C17 1.491, H23 1.090, H24 1.090, H25 1.090
17 C 0.931 -0.736 -4.785  C16 1.491, O18 1.393, H26 1.090, H27 1.090
18 O 2.005 -0.249 -4.042  C17 1.393, C19 1.337
19 C 2.211 1.071 -3.993  O18 1.337, O20 1.244, O21 1.288
20 O 1.542 1.953 -4.560  C19 1.244
21 O 3.274 1.307 -3.305  C19 1.288, C22 1.434
22 C 3.763 2.647 -3.156  O21 1.434, H28 1.090, H29 1.090, H30 1.090
23 H 0.316 -2.487 -5.749  C16 1.090
24 H 0.810 -2.739 -4.084  C16 1.090
25 H 2.068 -2.526 -5.257  C16 1.090
26 H -0.040 -0.499 -4.349  C17 1.090
27 H 0.958 -0.345 -5.802  C17 1.090
28 H 4.696 2.620 -2.594  C22 1.090
29 H 3.143 3.223 -2.469  C22 1.090
30 H 4.021 3.219 -4.047  C22 1.090
31 C -4.324 -4.198 -1.765  C32 1.459, H38 1.090, H39 1.090, H40 1.090
32 C -5.660 -4.259 -1.182  C31 1.459, O33 1.431, H41 1.090, H42 1.090
33 O -6.357 -3.022 -1.355  C32 1.431, C34 1.294
34 C -7.633 -2.985 -1.564  O33 1.294, O35 1.225, O36 1.292
35 O -8.422 -3.913 -1.698  C34 1.225
36 O -7.940 -1.730 -1.538  C34 1.292, C37 1.436
37 C -9.269 -1.309 -1.882  O36 1.436, H43 1.090, H44 1.090, H45 1.090
38 H -4.325 -4.095 -2.850  C31 1.090
39 H -3.707 -5.071 -1.554  C31 1.090
40 H -3.867 -3.256 -1.459  C31 1.090
41 H -5.619 -4.331 -0.095  C32 1.090
42 H -6.137 -5.102 -1.682  C32 1.090
43 H -9.189 -0.910 -2.893  C37 1.090
44 H -9.533 -0.480 -1.226  C37 1.090
45 H -9.942 -2.164 -1.816  C37 1.090
46 C 4.246 -2.115 -2.052  C47 1.525, H53 1.090, H54 1.090, H55 1.090
47 C 5.186 -1.779 -3.204  C46 1.525, O48 1.417, H56 1.090, H57 1.090
48 O 4.975 -2.696 -4.263  C47 1.417, C49 1.299
49 C 5.808 -2.776 -5.257  O48 1.299, O50 1.244, O51 1.316
50 O 6.836 -2.117 -5.493  C49 1.244
51 O 5.365 -3.790 -5.968  C49 1.316, C52 1.402
52 C 5.853 -4.003 -7.265  O51 1.402, H58 1.090, H59 1.090, H60 1.090
53 H 4.281 -3.167 -1.770  C46 1.090
54 H 3.252 -1.836 -2.403  C46 1.090
55 H 4.317 -1.507 -1.149  C46 1.090
56 H 6.206 -1.831 -2.823  C47 1.090
57 H 4.924 -0.774 -3.535  C47 1.090
58 H 5.798 -3.083 -7.846  C52 1.090
59 H 5.270 -4.758 -7.792  C52 1.090
60 H 6.880 -4.324 -7.088  C52 1.090
61 C 0.666 -3.656 -1.043  C62 1.550, H68 1.090, H69 1.090, H70 1.090
62 C -0.826 -4.041 -1.202  C61 1.550, O63 1.415, H71 1.090, H72 1.090
63 O -1.234 -4.783 -2.337  C62 1.415, C64 1.368
64 C -1.339 -6.146 -2.284  O63 1.368, O65 1.277, O66 1.353
65 O -0.804 -6.888 -1.393  C64 1.277
66 O -2.184 -6.463 -3.292  C64 1.353, C67 1.414
67 C -2.588 -7.814 -3.386  O66 1.414, H73 1.090, H74 1.090, H75 1.090
68 H 0.805 -3.143 -0.091  C61 1.090
69 H 1.040 -2.949 -1.785  C61 1.090
70 H 1.286 -4.552 -1.060  C61 1.090
71 H -1.392 -3.112 -1.269  C62 1.090
72 H -1.254 -4.522 -0.323  C62 1.090
73 H -2.259 -8.374 -2.511  C67 1.090
74 H -2.074 -8.079 -4.310  C67 1.090
75 H -3.674 -7.907 -3.412  C67 1.090
76 C 3.263 0.833 0.973  C77 1.547, H83 1.090, H84 1.090, H85 1.090
77 C 2.184 0.491 -0.081  C76 1.547, O78 1.376, H86 1.090, H87 1.090
78 O 0.996 0.367 0.603  C77 1.376, C79 1.328
79 C -0.062 -0.125 -0.032  O78 1.328, O80 1.257, O81 1.317
80 O -0.129 -0.490 -1.233  C79 1.257
81 O -1.085 -0.148 0.797  C79 1.317, C82 1.439
82 C -2.386 -0.411 0.242  O81 1.439, H88 1.090, H89 1.090, H90 1.090
83 H 3.070 0.256 1.877  C76 1.090
84 H 3.254 1.869 1.310  C76 1.090
85 H 4.269 0.596 0.625  C76 1.090
86 H 2.479 -0.476 -0.489  C77 1.090
87 H 2.084 1.207 -0.897  C77 1.090
88 H -3.134 -0.552 1.022  C82 1.090
89 H -2.459 -1.307 -0.375  C82 1.090
90 H -2.667 0.445 -0.371  C82 1.090
91 C -6.760 2.737 -0.245  C92 1.523, C95 1.491, H96 1.090, H97 1.090
92 C -7.195 1.279 -0.274  C91 1.523, C93 1.496, H98 1.090, H99 1.090
93 C -6.386 0.587 0.776  C92 1.496, O94 1.443, H100 1.090, H101 1.090
94 O -5.172 1.365 0.726  C93 1.443, C95 1.471
95 C -5.506 2.788 0.560  C91 1.491, O94 1.471, H102 1.090, H103 1.090
96 H -7.532 3.314 0.264  C91 1.090
97 H -6.574 3.290 -1.166  C91 1.090
98 H -6.941 0.791 -1.215  C92 1.090
99 H -8.254 1.113 -0.076  C92 1.090
100 H -6.228 -0.453 0.490  C93 1.090
101 H -6.738 0.607 1.808  C93 1.090
102 H -4.704 3.296 0.024  C95 1.090
103 H -5.570 3.334 1.502  C95 1.090
104 C 1.633 4.209 3.001  C105 1.550, C108 1.626, H109 1.090, H110 1.090
105 C 1.458 4.304 4.538  C104 1.550, C106 1.530, H111 1.090, H112 1.090
106 C 2.149 5.634 4.845  C105 1.530, O107 1.395, H113 1.090, H114 1.090
107 O 1.837 6.511 3.807  C106 1.395, C108 1.437
108 C 1.723 5.777 2.577  C104 1.626, O107 1.437, H115 1.090, H116 1.090
109 H 0.844 3.619 2.535  C104 1.090
110 H 2.622 3.812 2.773  C104 1.090
111 H 1.912 3.476 5.082  C105 1.090
112 H 0.416 4.413 4.838  C105 1.090
113 H 3.223 5.557 5.019  C106 1.090
114 H 1.759 6.127 5.736  C106 1.090
115 H 2.610 6.013 1.990  C108 1.090
116 H 0.777 6.062 2.115  C108 1.090
117 C -4.637 -2.367 3.247  C118 1.507, C121 1.560, H122 1.090, H123 1.090
118 C -5.628 -3.303 3.891  C117 1.507, C119 1.521, H124 1.090, H125 1.090
119 C -5.065 -4.668 3.525  C118 1.521, O120 1.421, H126 1.090, H127 1.090
120 O -4.442 -4.445 2.267  C119 1.421, C121 1.463
121 C -4.373 -3.040 1.864  C117 1.560, O120 1.463, H128 1.090, H129 1.090
122 H -3.705 -2.242 3.798  C117 1.090
123 H -5.029 -1.356 3.136  C117 1.090
124 H -6.627 -3.153 3.482  C118 1.090
125 H -5.674 -3.096 4.960  C118 1.090
126 H -5.926 -5.333 3.473  C119 1.090
127 H -4.286 -4.924 4.243  C119 1.090
128 H -5.191 -2.737 1.212  C121 1.090
129 H -3.466 -2.822 1.301  C121 1.090
130 C 8.646 1.554 -0.853  C131 1.492, C134 1.573, H135 1.090, H136 1.090
131 C 8.007 0.625 0.123  C130 1.492, C132 1.487, H137 1.090, H138 1.090
132 C 7.115 -0.272 -0.659  C131 1.487, O133 1.461, H139 1.090, H140 1.090
133 O 6.518 0.668 -1.605  C132 1.461, C134 1.414
134 C 7.493 1.643 -1.919  C130 1.573, O133 1.414, H141 1.090, H142 1.090
135 H 9.517 1.136 -1.358  C130 1.090
136 H 8.902 2.545 -0.477  C130 1.090
137 H 7.429 1.110 0.909  C131 1.090
138 H 8.781 -0.022 0.537  C131 1.090
139 H 6.352 -0.715 -0.019  C132 1.090
140 H 7.657 -1.075 -1.159  C132 1.090
141 H 7.012 2.620 -1.966  C134 1.090
142 H 7.945 1.409 -2.883  C134 1.090
143 C 0.282 3.952 -1.932  C144 1.544, C147 1.485, H148 1.090, H149 1.090
144 C -1.246 4.016 -1.723  C143 1.544, C145 1.543, H150 1.090, H151 1.090
145 C -1.386 3.833 -0.197  C144 1.543, O146 1.390, H152 1.090, H153 1.090
146 O -0.150 4.180 0.337  C145 1.390, C147 1.409
147 C 0.867 4.344 -0.625  C143 1.485, O146 1.409, H154 1.090, H155 1.090
148 H 0.659 4.425 -2.839  C143 1.090
149 H 0.529 2.903 -2.089  C143 1.090
150 H -1.707 3.216 -2.302  C144 1.090
151 H -1.650 4.978 -2.039  C144 1.090
152 H -1.579 2.778 -0.004  C145 1.090
153 H -2.147 4.462 0.264  C145 1.090
154 H 1.815 3.851 -0.410  C147 1.090
155 H 1.097 5.404 -0.731  C147 1.090
156 C 5.938 2.348 5.094  C157 1.559, C160 1.515, H161 1.090, H162 1.090
157 C 4.865 1.967 6.159  C156 1.559, C158 1.514, H163 1.090, H164 1.090
158 C 3.866 1.075 5.452  C157 1.514, O159 1.428, H165 1.090, H166 1.090
159 O 3.942 1.655 4.150  C158 1.428, C160 1.452
160 C 5.015 2.607 3.921  C156 1.515, O159 1.452, H167 1.090, H168 1.090
161 H 6.650 1.550 4.883  C156 1.090
162 H 6.505 3.214 5.434  C156 1.090
163 H 4.450 2.866 6.615  C157 1.090
164 H 5.330 1.409 6.971  C157 1.090
165 H 2.861 1.202 5.854  C158 1.090
166 H 4.052 0.001 5.461  C158 1.090
167 H 4.681 3.643 3.970  C160 1.090
168 H 5.560 2.488 2.984  C160 1.090
169 C -4.378 1.341 -3.049  C170 1.508, C173 1.463, H174 1.090, H175 1.090
170 C -3.519 1.440 -4.285  C169 1.508, C171 1.574, H176 1.090, H177 1.090
171 C -2.775 0.053 -4.255  C170 1.574, O172 1.424, H178 1.090, H179 1.090
172 O -3.797 -0.814 -3.773  C171 1.424, C173 1.428
173 C -4.681 -0.084 -2.922  C169 1.463, O172 1.428, H180 1.090, H181 1.090
174 H -5.296 1.918 -3.158  C169 1.090
175 H -3.864 1.710 -2.161  C169 1.090
176 H -2.774 2.235 -4.278  C170 1.090
177 H -4.206 1.544 -5.125  C170 1.090
178 H -1.999 0.042 -3.490  C171 1.090
179 H -2.323 -0.266 -5.194  C171 1.090
180 H -4.380 -0.348 -1.908  C173 1.090
181 H -5.701 -0.301 -3.239  C173 1.090
182 C 3.635 -3.266 3.157  C183 1.534, C186 1.570, H187 1.090, H188 1.090
183 C 5.105 -2.859 3.327  C182 1.534, C184 1.519, H189 1.090, H190 1.090
184 C 5.301 -1.669 2.404  C183 1.519, O185 1.400, H191 1.090, H192 1.090
185 O 4.465 -1.935 1.313  C184 1.400, C186 1.424
186 C 3.364 -2.752 1.699  C182 1.570, O185 1.424, H193 1.090, H194 1.090
187 H 2.936 -2.757 3.820  C182 1.090
188 H 3.506 -4.348 3.179  C182 1.090
189 H 5.853 -3.586 3.010  C183 1.090
190 H 5.414 -2.686 4.358  C183 1.090
191 H 6.301 -1.396 2.065  C184 1.090
192 H 5.138 -0.767 2.993  C184 1.090
193 H 3.146 -3.527 0.964  C186 1.090
194 H 2.422 -2.204 1.709  C186 1.090

Calculated values
Kohn-Sham gap, Eh: 0.3541
HOMO, Eh: -0.33669

Mulliken population analysis, charges in e, atoms 1 to 4:
1. C -1.51
2. C 0.69
3. O 0.03
4. C 0.53



Most stable to least stable, the ends of the list are run Q and run P.